[1]
Density functional theory data (the ωB97M-V functional and the def2-TZVPD basis) for a 12-piece molecular cluster, C52H137N9O20 overall at a distorted geometry.

Positions of all 218 atoms, in Å:
C (4.985, -0.645, 1.511)
C (4.786, -1.771, 2.590)
O (4.599, -1.304, 3.968)
O (3.759, 0.158, 1.434)
H (5.090, -1.074, 0.523)
H (5.857, -0.064, 1.646)
H (5.641, -2.412, 2.608)
H (3.982, -2.377, 2.203)
H (3.667, -1.041, 4.017)
H (3.958, 1.039, 1.806)
C (3.202, 3.232, -2.417)
C (3.284, 4.687, -1.923)
O (2.077, 5.418, -2.131)
O (2.307, 2.570, -1.559)
H (4.157, 2.684, -2.274)
H (2.842, 3.186, -3.463)
H (4.055, 5.179, -2.576)
H (3.485, 4.649, -0.824)
H (1.304, 5.283, -1.508)
H (2.445, 1.609, -1.562)
C (-0.462, 0.445, -0.917)
C (0.420, -0.365, -0.078)
O (1.764, -0.178, -0.420)
O (-0.351, 1.850, -0.559)
H (-1.481, 0.172, -0.902)
H (-0.116, 0.297, -1.965)
H (0.153, -1.461, -0.192)
H (0.240, -0.052, 0.958)
H (2.288, -0.043, 0.380)
H (0.497, 2.249, -0.853)
C (2.074, -5.828, 0.557)
C (1.872, -4.637, -0.309)
C (3.028, -4.326, -1.186)
O (4.108, -3.970, -0.333)
C (5.278, -3.798, -1.093)
N (0.706, -4.845, -1.180)
H (1.197, -6.250, 1.047)
H (2.950, -5.635, 1.157)
H (2.482, -6.531, -0.184)
H (1.781, -3.756, 0.314)
H (2.735, -3.454, -1.903)
H (3.410, -5.259, -1.593)
H (6.045, -3.573, -0.400)
H (5.280, -2.915, -1.760)
H (5.576, -4.702, -1.588)
H (-0.106, -5.193, -0.616)
H (0.400, -4.019, -1.617)
C (-2.434, 0.682, 2.038)
C (-2.738, 1.805, 3.069)
C (-4.260, 2.129, 2.953)
O (-4.389, 2.699, 1.680)
C (-5.716, 2.827, 1.280)
N (-2.521, 1.375, 4.448)
H (-2.517, -0.340, 2.424)
H (-1.441, 0.769, 1.536)
H (-3.244, 0.750, 1.289)
H (-2.228, 2.751, 2.890)
H (-4.574, 2.692, 3.818)
H (-4.857, 1.207, 2.955)
H (-6.357, 3.332, 2.021)
H (-6.221, 1.907, 1.055)
H (-5.680, 3.381, 0.375)
H (-1.677, 1.767, 4.880)
H (-2.547, 0.383, 4.649)
C (-3.198, 6.392, -1.233)
C (-2.216, 5.241, -1.397)
C (-1.328, 4.850, -0.189)
O (0.029, 5.428, -0.227)
C (0.116, 6.784, 0.037)
N (-2.944, 4.044, -1.845)
H (-3.806, 6.215, -0.252)
H (-3.901, 6.382, -2.083)
H (-2.807, 7.384, -1.104)
H (-1.504, 5.440, -2.215)
H (-1.293, 3.751, -0.178)
H (-1.794, 5.058, 0.751)
H (-0.132, 7.398, -0.849)
H (1.096, 7.064, 0.303)
H (-0.696, 7.091, 0.748)
H (-3.813, 3.980, -1.293)
H (-2.427, 3.276, -1.514)
C (-4.304, -1.811, 6.447)
C (-3.051, -2.424, 5.850)
C (-3.313, -2.959, 4.441)
O (-2.280, -3.774, 3.958)
C (-2.176, -3.920, 2.608)
N (-1.952, -1.434, 5.678)
H (-4.430, -0.812, 5.964)
H (-4.122, -1.672, 7.540)
H (-5.138, -2.454, 6.143)
H (-2.769, -3.255, 6.555)
H (-3.376, -2.040, 3.856)
H (-4.235, -3.515, 4.212)
H (-2.801, -4.777, 2.233)
H (-1.156, -4.314, 2.495)
H (-2.372, -2.977, 2.086)
H (-1.584, -1.227, 6.567)
H (-1.171, -1.892, 5.169)
C (-2.315, -3.268, -1.377)
O (-1.449, -3.224, -2.504)
C (-1.874, -2.217, -3.394)
C (-0.974, -2.106, -4.679)
N (0.191, -1.329, -4.519)
C (1.188, -1.825, -3.534)
C (2.383, -0.770, -3.391)
O (3.084, -0.780, -4.634)
C (3.928, 0.321, -4.748)
H (-2.164, -2.320, -0.760)
H (-1.935, -4.108, -0.888)
H (-3.305, -3.530, -1.683)
H (-1.945, -1.200, -2.889)
H (-2.893, -2.373, -3.698)
H (-1.600, -1.580, -5.445)
H (-0.862, -3.111, -5.123)
H (0.693, -1.088, -5.383)
H (1.710, -2.679, -3.821)
H (0.719, -2.003, -2.498)
H (3.000, -0.982, -2.482)
H (1.788, 0.196, -3.215)
H (3.330, 1.150, -5.094)
H (4.750, 0.062, -5.444)
H (4.407, 0.563, -3.793)
C (0.871, -4.291, 5.668)
O (0.881, -2.918, 5.316)
C (1.501, -2.652, 4.057)
C (1.209, -1.261, 3.714)
N (1.780, -0.337, 4.614)
C (1.486, 1.027, 4.278)
C (1.648, 1.866, 5.480)
O (0.520, 1.513, 6.261)
C (0.512, 1.775, 7.672)
H (0.688, -4.828, 4.811)
H (0.117, -4.514, 6.413)
H (1.867, -4.582, 5.976)
H (1.051, -3.253, 3.192)
H (2.585, -2.948, 4.013)
H (0.100, -1.228, 3.653)
H (1.577, -1.051, 2.717)
H (1.311, -0.555, 5.483)
H (0.404, 1.169, 3.970)
H (2.107, 1.334, 3.427)
H (1.788, 2.915, 5.278)
H (2.528, 1.581, 6.018)
H (-0.434, 1.461, 8.089)
H (0.665, 2.881, 7.864)
H (1.312, 1.304, 8.306)
C (-5.555, -5.516, -4.070)
O (-5.346, -4.913, -2.795)
C (-6.418, -5.208, -1.898)
C (-6.063, -4.630, -0.589)
N (-6.060, -3.148, -0.762)
C (-5.722, -2.344, 0.385)
C (-5.775, -0.894, -0.062)
O (-4.714, -0.778, -0.997)
C (-4.545, 0.543, -1.426)
H (-6.048, -4.719, -4.712)
H (-6.338, -6.260, -4.032)
H (-4.734, -6.027, -4.487)
H (-6.553, -6.298, -1.818)
H (-7.386, -4.790, -2.206)
H (-5.061, -4.962, -0.215)
H (-6.834, -4.837, 0.198)
H (-5.416, -2.961, -1.573)
H (-4.721, -2.558, 0.821)
H (-6.530, -2.551, 1.150)
H (-5.728, -0.189, 0.770)
H (-6.717, -0.694, -0.558)
H (-3.661, 0.682, -2.057)
H (-4.280, 1.202, -0.560)
H (-5.426, 1.002, -1.903)
C (5.364, 1.884, 6.137)
O (5.709, 2.584, 4.972)
C (6.358, 1.717, 4.044)
C (6.088, 2.273, 2.693)
N (4.599, 2.543, 2.472)
C (4.335, 3.645, 1.539)
C (2.913, 4.053, 1.566)
O (2.435, 4.364, 2.957)
C (0.961, 4.373, 2.967)
H (6.262, 1.486, 6.703)
H (4.680, 1.038, 5.927)
H (4.816, 2.584, 6.775)
H (6.103, 0.697, 4.189)
H (7.490, 1.776, 4.277)
H (6.485, 1.639, 1.900)
H (6.630, 3.259, 2.641)
H (4.233, 2.897, 3.356)
H (4.516, 3.194, 0.606)
H (4.978, 4.553, 1.711)
H (2.303, 3.291, 1.034)
H (2.767, 4.985, 0.948)
H (0.595, 5.347, 2.594)
H (0.723, 4.284, 4.018)
H (0.448, 3.635, 2.290)
C (0.703, -0.971, -11.351)
O (0.819, -0.228, -10.141)
C (1.773, -0.767, -9.235)
C (2.078, 0.233, -8.176)
N (1.059, 0.460, -7.221)
C (-0.034, 1.371, -7.495)
C (-0.764, 1.759, -6.198)
O (0.118, 2.520, -5.377)
C (-0.574, 3.000, -4.211)
H (0.107, -0.364, -11.980)
H (0.242, -1.959, -11.158)
H (1.726, -1.087, -11.703)
H (2.672, -1.055, -9.794)
H (1.427, -1.703, -8.755)
H (2.448, 1.183, -8.637)
H (2.922, -0.166, -7.630)
H (1.504, 0.565, -6.352)
H (-0.649, 0.981, -8.282)
H (0.320, 2.333, -7.973)
H (-1.070, 0.795, -5.755)
H (-1.682, 2.304, -6.426)
H (0.008, 3.835, -3.784)
H (-0.703, 2.231, -3.458)
H (-1.539, 3.405, -4.556)

Properties
* HOMO energy: -8.282 eV
* energy relative to the best compared isomer or geometry (same formula, charge and spin): 0.5824 eV
* structure (SMILES): COC[C@H](C)N.COC[C@H](C)N.COC[C@H](C)N.COC[C@H](C)N.COCCNCCOC.COCCNCCOC.COCCNCCOC.COCCNCCOC.COCCNCCOC.OCCO.OCCO.OCCO
* lowest unoccupied orbital energy: 0.64 eV
* multiplicity: 1

[2]
Density functional theory data (the ωB97M-V functional and the def2-TZVPD basis) for a 15-piece molecular cluster, C52H147N13O15 overall at a distorted geometry.

Positions of all 227 atoms, in Å:
O (6.142, 2.975, 2.256)
H (5.390, 3.063, 1.670)
H (6.400, 2.057, 2.179)
O (-4.764, -2.635, -5.839)
H (-5.381, -3.325, -5.594)
H (-5.211, -1.820, -5.611)
C (5.970, 11.171, 8.934)
C (4.652, 10.973, 8.307)
C (4.697, 9.902, 7.143)
O (5.434, 8.721, 7.565)
C (5.393, 7.697, 6.618)
N (3.750, 10.497, 9.331)
H (6.757, 11.529, 8.271)
H (6.355, 10.250, 9.373)
H (5.956, 11.862, 9.776)
H (4.318, 11.933, 7.914)
H (5.351, 10.299, 6.365)
H (3.666, 9.679, 6.869)
H (5.920, 7.864, 5.678)
H (4.355, 7.437, 6.413)
H (5.762, 6.746, 7.000)
H (2.837, 10.282, 8.956)
H (4.059, 9.576, 9.605)
C (2.095, -4.313, -8.941)
C (1.818, -5.307, -7.815)
C (1.753, -4.598, -6.408)
O (2.963, -4.145, -5.906)
C (2.913, -3.476, -4.635)
N (0.607, -6.027, -8.245)
H (3.070, -3.828, -8.994)
H (1.441, -3.441, -8.937)
H (2.013, -4.764, -9.930)
H (2.718, -5.911, -7.708)
H (1.455, -5.347, -5.674)
H (0.956, -3.855, -6.412)
H (2.436, -2.499, -4.709)
H (3.894, -3.195, -4.252)
H (2.481, -4.044, -3.811)
H (0.399, -6.692, -7.515)
H (-0.220, -5.448, -8.224)
C (-3.020, 3.602, 12.127)
C (-4.243, 3.415, 11.206)
C (-3.851, 3.464, 9.705)
O (-3.556, 4.818, 9.416)
C (-2.903, 4.857, 8.124)
N (-4.881, 2.108, 11.507)
H (-2.224, 2.908, 11.859)
H (-3.314, 3.465, 13.168)
H (-2.499, 4.550, 11.989)
H (-5.011, 4.176, 11.344)
H (-4.750, 3.324, 9.105)
H (-3.004, 2.804, 9.515)
H (-1.953, 4.327, 8.182)
H (-2.795, 5.911, 7.869)
H (-3.533, 4.442, 7.337)
H (-5.875, 2.285, 11.465)
H (-4.795, 2.047, 12.511)
C (4.971, 3.898, 12.658)
C (4.832, 4.545, 11.316)
C (3.399, 4.478, 10.720)
O (3.008, 3.091, 10.475)
C (3.728, 2.581, 9.353)
N (5.377, 5.929, 11.319)
H (5.907, 4.076, 13.188)
H (4.950, 2.823, 12.476)
H (4.171, 4.224, 13.322)
H (5.474, 3.958, 10.659)
H (3.333, 5.143, 9.859)
H (2.743, 4.796, 11.531)
H (4.750, 2.294, 9.602)
H (3.705, 3.093, 8.391)
H (3.385, 1.587, 9.067)
H (6.312, 5.676, 11.606)
H (5.558, 6.271, 10.386)
C (-6.042, 4.728, -1.124)
C (-5.873, 4.986, 0.377)
C (-6.352, 3.787, 1.268)
O (-7.769, 3.632, 1.301)
C (-8.215, 2.787, 2.315)
N (-4.479, 5.208, 0.577)
H (-7.063, 4.486, -1.417)
H (-5.388, 3.966, -1.548)
H (-5.750, 5.647, -1.632)
H (-6.492, 5.834, 0.671)
H (-6.000, 4.030, 2.271)
H (-6.004, 2.821, 0.902)
H (-7.684, 2.978, 3.248)
H (-7.923, 1.764, 2.076)
H (-9.300, 2.791, 2.419)
H (-4.132, 5.958, -0.003)
H (-4.261, 5.566, 1.495)
C (0.740, -4.151, 4.420)
C (1.615, -5.078, 3.610)
C (0.912, -6.263, 2.923)
O (0.161, -7.055, 3.879)
C (-0.349, -8.260, 3.326)
N (2.202, -4.322, 2.557)
H (0.704, -3.141, 4.012)
H (1.157, -4.156, 5.427)
H (-0.284, -4.525, 4.425)
H (2.372, -5.539, 4.244)
H (1.551, -6.824, 2.241)
H (0.205, -5.845, 2.206)
H (-0.827, -8.947, 4.024)
H (0.506, -8.818, 2.943)
H (-1.061, -8.123, 2.512)
H (1.567, -3.898, 1.896)
H (2.749, -5.015, 2.067)
C (-7.166, -6.836, -2.356)
C (-7.466, -7.225, -3.834)
C (-8.328, -8.570, -3.859)
O (-8.501, -8.937, -5.243)
C (-9.139, -10.163, -5.378)
N (-8.085, -6.059, -4.412)
H (-8.109, -6.771, -1.814)
H (-6.643, -5.883, -2.281)
H (-6.548, -7.527, -1.782)
H (-6.548, -7.394, -4.395)
H (-9.306, -8.374, -3.420)
H (-7.850, -9.279, -3.183)
H (-8.642, -10.967, -4.835)
H (-9.207, -10.374, -6.445)
H (-10.158, -9.958, -5.050)
H (-8.828, -5.845, -3.762)
H (-8.463, -6.265, -5.326)
C (9.208, -1.129, 3.970)
C (7.851, -1.850, 4.220)
C (7.105, -1.531, 5.515)
O (7.408, -2.379, 6.585)
C (6.469, -3.481, 6.681)
N (7.025, -1.505, 3.073)
H (9.647, -1.361, 2.999)
H (9.921, -1.359, 4.762)
H (9.129, -0.043, 4.018)
H (7.977, -2.932, 4.244)
H (6.032, -1.387, 5.386)
H (7.469, -0.542, 5.793)
H (5.453, -3.084, 6.691)
H (6.583, -4.034, 7.613)
H (6.573, -4.121, 5.805)
H (6.168, -2.009, 3.249)
H (7.316, -2.021, 2.254)
C (7.767, 5.147, -7.458)
C (8.078, 3.628, -7.593)
C (7.475, 2.954, -6.398)
O (8.292, 3.201, -5.254)
C (7.676, 2.629, -4.089)
N (7.632, 3.022, -8.824)
H (6.709, 5.344, -7.632)
H (8.361, 5.726, -8.166)
H (7.963, 5.543, -6.462)
H (9.162, 3.524, -7.552)
H (7.451, 1.890, -6.635)
H (6.412, 3.173, -6.299)
H (8.173, 2.954, -3.175)
H (7.737, 1.545, -4.188)
H (6.667, 3.018, -3.951)
H (7.979, 2.074, -8.852)
H (8.251, 3.448, -9.498)
C (1.635, 5.579, -5.711)
C (0.311, 4.933, -5.582)
C (0.247, 3.464, -5.959)
O (0.331, 3.244, -7.356)
C (-0.210, 2.071, -7.808)
N (-0.070, 5.060, -4.190)
H (1.556, 6.647, -5.507)
H (1.977, 5.558, -6.746)
H (2.371, 5.125, -5.047)
H (-0.404, 5.511, -6.166)
H (-0.628, 3.022, -5.484)
H (1.063, 2.912, -5.492)
H (-0.018, 2.063, -8.880)
H (-1.286, 1.995, -7.645)
H (0.371, 1.256, -7.376)
H (-0.185, 6.032, -3.944)
H (-0.889, 4.617, -3.797)
C (-3.012, -12.907, -9.075)
C (-3.008, -11.610, -8.250)
C (-1.646, -11.402, -7.555)
O (-1.867, -10.156, -6.863)
C (-1.159, -10.049, -5.649)
N (-3.356, -10.497, -9.111)
H (-3.996, -13.084, -9.508)
H (-2.957, -13.783, -8.428)
H (-2.199, -12.916, -9.801)
H (-3.842, -11.772, -7.568)
H (-0.784, -11.271, -8.210)
H (-1.415, -12.249, -6.909)
H (-0.094, -9.892, -5.819)
H (-1.261, -10.848, -4.915)
H (-1.508, -9.231, -5.018)
H (-3.334, -9.617, -8.616)
H (-2.751, -10.269, -9.887)
C (0.413, 2.630, 1.775)
C (0.694, 1.475, 0.740)
C (-0.622, 0.868, 0.072)
O (-0.190, -0.399, -0.511)
C (-1.279, -1.121, -1.116)
N (1.498, 2.023, -0.280)
H (-0.276, 2.359, 2.574)
H (0.098, 3.577, 1.335)
H (1.338, 2.900, 2.284)
H (1.143, 0.614, 1.236)
H (-1.136, 1.509, -0.644)
H (-1.372, 0.659, 0.836)
H (-1.093, -2.185, -1.261)
H (-1.370, -0.761, -2.141)
H (-2.280, -1.050, -0.692)
H (1.187, 2.974, -0.421)
H (1.148, 1.450, -1.034)
C (-6.387, 3.055, -7.111)
C (-7.052, 1.704, -7.478)
C (-7.792, 1.046, -6.327)
O (-6.979, 0.943, -5.123)
C (-7.827, 0.438, -3.960)
N (-7.872, 1.765, -8.701)
H (-7.140, 3.776, -6.791)
H (-5.748, 3.434, -7.909)
H (-5.645, 2.892, -6.329)
H (-6.341, 0.895, -7.647)
H (-8.130, 0.083, -6.710)
H (-8.658, 1.698, -6.217)
H (-8.344, -0.482, -4.233)
H (-8.486, 1.212, -3.565)
H (-7.240, 0.076, -3.116)
H (-7.404, 2.138, -9.515)
H (-8.153, 0.823, -8.935)

Properties
* HOMO energy: -9.076 eV
* energy relative to the best compared isomer or geometry (same formula, charge and spin): 7.3197 eV
* lowest unoccupied orbital energy: 0.05 eV
* multiplicity: 1